Here is a structure of composition C26H34InN5O7S from the Open Molecules 2025 dataset. Energies are from the ωB97M-V functional and the def2-TZVPD basis.

Output
* HOMO level: -7.312 eV
* energy relative to the best compared isomer or geometry (same formula, charge and spin): 52.5 kJ/mol
* multiplicity: 1

CARTESIAN COORDINATES (ANGSTROEM)
In  -2.575  -1.004  -1.299
O  -0.439  0.813  1.619
S  -0.924  -0.531  1.754
O  -0.701  -1.147  3.032
O  -0.814  0.251  -1.687
O  -2.253  -0.770  1.196
C  2.562  0.893  3.559
O  2.613  -0.190  2.640
C  3.765  -0.458  2.005
C  5.008  0.081  2.312
C  6.124  -0.315  1.585
C  6.021  -1.231  0.550
C  4.775  -1.752  0.224
C  3.656  -1.370  0.939
N  2.357  -1.877  0.639
C  1.337  -1.021  0.357
N  1.673  0.133  -0.174
C  1.010  1.315  -0.612
C  -0.161  1.330  -1.394
C  -0.563  2.603  -1.871
C  0.126  3.754  -1.564
C  1.273  3.723  -0.774
C  1.707  2.491  -0.319
O  2.844  2.310  0.429
C  3.722  3.413  0.559
N  0.068  -1.447  0.624
C  -0.180  -2.855  0.456
C  -0.603  -3.696  1.475
C  -0.878  -5.034  1.209
C  -0.717  -5.532  -0.069
C  -0.281  -4.707  -1.099
C  -0.013  -3.371  -0.843
O  0.407  -2.481  -1.769
C  0.530  -2.915  -3.110
H  1.517  0.975  3.844
H  2.883  1.816  3.075
H  3.179  0.688  4.437
H  5.108  0.791  3.122
H  7.090  0.102  1.838
H  6.898  -1.532  -0.006
H  4.654  -2.449  -0.595
H  2.068  -2.729  1.098
H  2.675  0.292  -0.137
H  -1.410  2.639  -2.546
H  -0.220  4.702  -1.956
H  1.806  4.631  -0.539
H  4.612  3.031  1.053
H  3.276  4.202  1.170
H  3.990  3.821  -0.418
H  -0.733  -3.294  2.467
H  -1.221  -5.675  2.009
H  -0.934  -6.571  -0.280
H  -0.171  -5.104  -2.097
H  0.895  -2.057  -3.666
H  -0.439  -3.222  -3.511
H  1.241  -3.741  -3.197
C  -5.357  0.956  -2.434
C  -5.025  1.542  -1.066
C  -5.394  3.024  -1.028
C  -5.758  0.778  0.030
N  -3.562  1.354  -0.868
N  -3.143  1.946  0.395
H  -6.411  1.113  -2.665
H  -5.155  -0.116  -2.466
H  -4.768  1.440  -3.219
H  -6.475  3.150  -1.112
H  -4.928  3.558  -1.862
H  -5.056  3.472  -0.095
H  -6.831  0.781  -0.167
H  -5.588  1.235  1.004
H  -5.422  -0.261  0.067
H  -3.111  1.930  -1.573
H  -3.094  1.173  1.051
H  -2.166  2.202  0.269